{"formula": "C51H64AsF6N10O4", "method": "the ωB97M-V functional and the def2-TZVPD basis", "charge": 7, "energy_ev": -154082.9348, "e_lumo_ev": -15.510, "homo_lumo_gap_ev": 7.56, "homo_energy_ev": -23.068, "species": ["N", "O", "O", "O", "C", "C", "O", "N", "H", "H", "C", "H", "H", "H", "H", "H", "H", "C", "N", "C", "C", "C", "C", "C", "C", "C", "C", "N", "C", "C", "C", "H", "H", "H", "H", "H", "H", "H", "H", "H", "H", "H", "H", "H", "H", "C", "N", "C", "C", "C", "C", "C", "C", "C", "C", "N", "C", "C", "C", "H", "H", "H", "H", "H", "H", "H", "H", "H", "H", "H", "H", "H", "H", "C", "N", "C", "C", "C", "C", "C", "C", "C", "C", "N", "C", "C", "C", "H", "H", "H", "H", "H", "H", "H", "H", "H", "H", "H", "H", "H", "H", "C", "N", "C", "C", "C", "C", "C", "C", "C", "C", "N", "C", "C", "C", "H", "H", "H", "H", "H", "H", "H", "H", "H", "H", "H", "H", "H", "H", "As", "F", "F", "F", "F", "F", "F"], "coordinates": [[15.754457, -0.696802, 9.354844], [15.073919, -0.712442, 10.434182], [16.209728, 0.328477, 8.826721], [15.940062, -1.807428, 8.780470], [15.325212, -1.154007, 4.534592], [16.044183, -0.002588, 5.161056], [15.726461, 1.126152, 5.017991], [17.184675, -0.360476, 6.054563], [16.831291, -0.657050, 6.976982], [17.715851, -1.166274, 5.664502], [18.124918, 0.818408, 6.247070], [15.075097, -1.949304, 5.240085], [15.866447, -1.579223, 3.687587], [14.326809, -0.898330, 4.177006], [18.992015, 0.424066, 6.764869], [17.582523, 1.469145, 6.929522], [18.247525, 1.314273, 5.292012], [12.059594, 0.700472, 10.234154], [12.662621, 1.877820, 9.566764], [12.487797, 3.069474, 10.169031], [12.876279, 4.230193, 9.549453], [13.367354, 4.196792, 8.242378], [13.625146, 2.939872, 7.687729], [13.306832, 1.785559, 8.391198], [13.651194, 5.443323, 7.516955], [14.976763, 5.789214, 7.232360], [15.235789, 7.006416, 6.626996], [14.235495, 7.844281, 6.293647], [12.957836, 7.568783, 6.592324], [12.661545, 6.398717, 7.281091], [14.560733, 9.093134, 5.526823], [12.319497, -0.212177, 9.715308], [10.979707, 0.845856, 10.123505], [12.194898, 0.763994, 11.308952], [11.916176, 3.042763, 11.086755], [12.639037, 5.209430, 9.946509], [14.054519, 2.922437, 6.693767], [13.419744, 0.794542, 7.978685], [15.819783, 5.132763, 7.395969], [16.232795, 7.357040, 6.403524], [12.244416, 8.349762, 6.363355], [11.632315, 6.157792, 7.514231], [15.631490, 9.233869, 5.426376], [13.974737, 9.870072, 6.009545], [14.203767, 8.986290, 4.500199], [14.521126, -2.785482, 15.256001], [15.671459, -3.179133, 14.345672], [15.610115, -2.774242, 13.074800], [16.685781, -3.069017, 12.244935], [17.800437, -3.802792, 12.676292], [17.717800, -4.248403, 14.006488], [16.735426, -3.855603, 14.875816], [18.939252, -4.096444, 11.805121], [20.251828, -3.990162, 12.279035], [21.338972, -4.249010, 11.451876], [21.121284, -4.640468, 10.170387], [19.884841, -4.735556, 9.664872], [18.797531, -4.440327, 10.453333], [22.280507, -4.874967, 9.272808], [14.386824, -1.712921, 15.173046], [14.729493, -3.135025, 16.261001], [13.672910, -3.324468, 14.839622], [14.768862, -2.166629, 12.775490], [16.796616, -2.714961, 11.224125], [18.525388, -4.866039, 14.386749], [16.696928, -4.011057, 15.943781], [20.490125, -3.715872, 13.299373], [22.384222, -4.320463, 11.721960], [19.725716, -4.957229, 8.617941], [17.794186, -4.415672, 10.045779], [22.004287, -5.371366, 8.348292], [23.113698, -5.318837, 9.810342], [22.588104, -3.860587, 8.999678], [13.118048, -3.791274, 8.662567], [13.707289, -5.081776, 9.058978], [14.955995, -5.310337, 8.643253], [15.626373, -6.450703, 9.071336], [15.004083, -7.360791, 9.932119], [13.684462, -7.085761, 10.316655], [13.070970, -5.929691, 9.885782], [15.666666, -8.626105, 10.357675], [14.996448, -9.838205, 10.130983], [15.564979, -11.007052, 10.602859], [16.735239, -11.009044, 11.264017], [17.416069, -9.865743, 11.394753], [16.905180, -8.648829, 10.976961], [17.429350, -12.285273, 11.620049], [12.054522, -3.729641, 8.882121], [13.183752, -3.763394, 7.574190], [13.676073, -2.963945, 9.094958], [15.504397, -4.615516, 8.010755], [16.647555, -6.645548, 8.770061], [13.121259, -7.745703, 10.963267], [12.042509, -5.723235, 10.146914], [14.009443, -9.827147, 9.691530], [15.110610, -11.980581, 10.463005], [18.305368, -9.777311, 12.004324], [17.389565, -7.742909, 11.313099], [16.712340, -12.911726, 12.147464], [18.352260, -12.111014, 12.159206], [17.654908, -12.808820, 10.689987], [15.439818, 7.260833, 15.332536], [16.058076, 6.013933, 14.770058], [17.120435, 5.478232, 15.390407], [17.781348, 4.429078, 14.769289], [17.390979, 3.923008, 13.533275], [16.262906, 4.506986, 12.912154], [15.612088, 5.512546, 13.590879], [18.092627, 2.753177, 12.937750], [19.444379, 2.906719, 12.638664], [20.102553, 1.903499, 11.965345], [19.453388, 0.796974, 11.572815], [18.173702, 0.562257, 11.957941], [17.456811, 1.555338, 12.617064], [20.233253, -0.292938, 10.933581], [15.264694, 7.108651, 16.395873], [14.477229, 7.350108, 14.836938], [16.065599, 8.134221, 15.169265], [17.265057, 5.868961, 16.389958], [18.514571, 3.853248, 15.321021], [15.968030, 4.186965, 11.923253], [14.738772, 6.036117, 13.229433], [20.011298, 3.806046, 12.840811], [21.121790, 2.024996, 11.622719], [17.730814, -0.404907, 11.771683], [16.403594, 1.375288, 12.781616], [20.482648, -0.969450, 11.748919], [21.163196, 0.114981, 10.542806], [19.681555, -0.713220, 10.096539], [18.145878, -3.993868, 6.030117], [18.261144, -2.565820, 4.961360], [17.643176, -4.907243, 4.655075], [17.949703, -5.453581, 7.028230], [18.503057, -2.923996, 7.407047], [16.479272, -3.495861, 6.358845], [19.795241, -4.424472, 5.728814]], "atomic_forces_ev_per_a": [[-0.643, -2.160, -0.031], [0.846, 0.968, -0.680], [-0.273, 0.413, 0.682], [0.086, 0.847, 0.347], [-0.788, -0.643, 0.136], [-1.461, -1.232, -0.660], [0.418, 0.986, 0.493], [1.048, 0.720, -0.168], [-0.133, -0.120, -0.030], [-0.253, -0.199, -0.165], [-1.379, -0.562, 0.760], [0.811, -0.131, 0.147], [0.247, -0.064, 0.162], [0.334, 0.782, -0.234], [0.343, 0.164, -0.458], [0.210, 0.249, -0.101], [0.530, -0.127, 0.018], [-1.323, 0.702, -0.379], [0.565, -0.020, 0.326], [-0.277, 0.063, -0.248], [-0.603, 0.576, -0.534], [0.117, -1.255, 0.425], [0.202, 0.378, 0.023], [-0.539, 0.460, -0.347], [0.670, 1.147, 0.253], [-0.130, 0.237, -0.649], [-0.355, -0.045, 0.036], [0.680, -0.041, -0.440], [0.380, -0.176, 0.733], [-0.314, -0.379, -0.639], [-0.808, -0.304, -0.356], [0.419, -0.073, 0.359], [0.015, -0.200, -0.207], [0.703, -0.409, -0.078], [0.160, 0.131, 0.104], [0.017, -0.196, 0.477], [-0.005, -0.504, -0.012], [0.133, 0.003, 0.012], [-0.100, -0.081, 0.198], [0.032, -0.120, -0.095], [-0.198, -0.213, -0.138], [-0.060, 0.243, 0.022], [0.006, 0.209, 0.623], [0.558, 0.432, -0.063], [-0.226, -0.195, 0.116], [0.455, -0.707, -0.953], [-0.133, 0.436, 1.568], [1.311, -0.386, -0.337], [0.862, 0.108, -0.895], [-2.098, 0.021, 1.422], [1.792, -0.363, 0.100], [-1.380, 0.618, -1.322], [1.332, -0.066, -0.838], [0.776, -0.090, 0.226], [-0.770, -0.993, -0.786], [-0.122, -0.323, -0.035], [-0.327, 0.486, 0.050], [-0.898, 0.430, 0.915], [0.424, 1.315, -0.114], [-0.035, 0.022, 0.252], [-0.032, 0.191, 0.058], [-0.255, 0.159, 0.308], [-0.070, -0.124, -0.137], [-0.937, 0.294, -0.020], [-0.062, 0.082, 0.201], [0.158, -0.374, -0.027], [-0.161, -0.006, 0.055], [-0.072, 0.451, 0.479], [0.356, -0.213, -0.101], [0.157, -0.313, -0.388], [-0.145, -0.366, 0.260], [-0.202, -0.378, -0.028], [0.218, -0.167, -0.173], [-0.525, 0.016, -0.975], [-0.012, 0.667, 0.329], [1.279, -1.078, 0.350], [-0.071, -0.194, 0.508], [-0.453, 0.254, -0.274], [0.187, 0.033, 0.012], [-0.015, -0.495, -0.203], [-0.497, -0.165, -0.392], [0.387, 0.398, 0.711], [-0.284, -0.379, -0.129], [1.252, 0.331, -0.699], [-0.204, 1.363, 0.820], [-0.502, -0.414, 0.240], [-0.831, -0.647, -0.489], [0.094, -0.256, 0.369], [0.127, 0.240, 0.045], [0.103, -0.119, 0.087], [-0.574, 0.257, -0.131], [-0.068, 0.202, -0.375], [0.043, -0.057, -0.008], [0.033, 0.254, -0.033], [0.075, -0.329, -0.218], [-0.108, 0.046, 0.017], [0.184, -0.952, -0.159], [0.214, -0.002, -0.341], [0.218, 0.069, 0.344], [-0.175, 0.202, 0.213], [0.103, 0.153, -0.044], [-0.686, -0.683, 0.088], [0.403, 0.134, -0.451], [-0.778, -0.263, -0.467], [0.231, -0.847, 0.565], [-1.156, 0.538, 0.228], [0.813, -0.294, 0.665], [0.085, 0.861, 0.109], [0.264, 0.651, -0.099], [0.151, -0.255, -0.112], [-0.198, 0.376, -0.593], [-0.181, -0.682, 0.626], [0.116, 1.059, 0.298], [0.324, -0.449, -0.674], [0.214, 0.440, 0.152], [0.084, 0.037, 0.009], [0.008, 0.346, 0.102], [0.151, -0.145, -0.172], [0.663, -0.127, -0.049], [0.289, 0.463, 0.108], [-0.320, 0.037, 0.080], [0.006, -0.159, -0.292], [-0.181, 0.075, 0.197], [0.049, -0.118, 0.125], [0.112, 0.016, -0.405], [0.025, 0.080, 0.253], [-0.074, -0.410, -0.352], [-0.055, 0.102, 0.036], [-0.173, -0.229, 0.243], [-0.375, -0.814, -2.174], [0.239, -0.197, 0.666], [-0.008, 0.466, 0.811], [0.075, 1.097, 0.490], [0.587, -0.693, -0.086], [0.098, -0.459, 0.153], [-0.587, 0.641, 0.870]]}